Record 1
Formula: C38H54ClNOP4Pd
Source: the OMol25 dataset
Level of theory: wB97M-V/def2-TZVPD

Structure (XYZ):
```
100
Properties=species:S:1:pos:R:3:forces:R:3:mulliken_spin:R:1
P 1.665 -2.425 0.638 0.482 -1.619 1.035 0.009
C 1.488 -3.530 2.067 -0.014 0.003 -0.212 0.004
C 1.325 -4.902 1.880 -0.063 0.099 -0.039 0.000
H 1.226 -5.311 0.885 0.015 -0.039 -0.052 0.000
C 1.275 -5.751 2.974 -0.007 -0.038 0.070 0.000
H 1.141 -6.813 2.821 0.003 -0.016 -0.003 0.000
C 1.392 -5.241 4.259 0.012 -0.015 -0.085 0.000
H 1.350 -5.905 5.111 -0.001 -0.005 0.008 0.000
C 1.567 -3.878 4.448 -0.012 0.079 0.004 0.001
H 1.661 -3.475 5.447 0.014 0.001 0.024 0.000
C 1.621 -3.022 3.360 -0.061 -0.017 -0.033 0.002
H 1.765 -1.965 3.532 0.042 0.127 -0.009 0.000
C 1.112 -3.369 -0.809 -0.079 0.188 0.084 0.002
C -0.241 -3.699 -0.892 0.014 -0.069 -0.083 -0.001
H -0.910 -3.440 -0.084 -0.035 0.021 0.090 0.000
C -0.725 -4.367 -2.004 -0.051 0.001 0.105 0.000
H -1.774 -4.624 -2.061 -0.031 -0.029 0.000 0.000
C 0.137 -4.717 -3.036 0.102 0.032 0.029 0.000
H -0.241 -5.249 -3.899 0.002 -0.005 -0.016 0.000
C 1.485 -4.398 -2.950 0.005 -0.090 -0.074 0.000
H 2.161 -4.681 -3.746 0.007 0.006 -0.008 0.000
C 1.976 -3.723 -1.842 -0.111 0.058 0.090 0.003
H 3.019 -3.456 -1.790 0.191 -0.003 0.002 0.000
C 3.453 -2.141 0.504 -0.329 0.325 0.073 0.007
C 4.358 -3.156 0.810 0.045 -0.174 -0.091 -0.003
H 4.007 -4.143 1.078 -0.026 -0.052 0.036 0.000
C 5.718 -2.897 0.776 -0.057 -0.046 -0.021 0.000
H 6.420 -3.687 1.008 -0.005 -0.016 0.011 0.000
C 6.181 -1.627 0.457 -0.095 0.055 -0.008 0.000
H 7.244 -1.428 0.440 0.014 0.004 0.004 0.000
C 5.279 -0.610 0.177 0.052 -0.010 -0.032 0.001
H 5.636 0.385 -0.052 0.012 0.016 -0.005 0.000
C 3.917 -0.866 0.201 0.135 0.128 0.129 -0.003
H 3.206 -0.077 0.008 0.079 0.068 -0.006 0.005
Pd -1.067 1.464 0.612 -0.412 0.282 2.302 1.265
C -0.982 1.686 -1.364 0.727 -0.471 -3.215 0.361
C -0.299 0.790 -2.129 -0.309 0.910 0.914 -0.116
H -1.505 2.518 -1.830 0.004 -0.112 -0.337 -0.052
C 0.315 -0.351 -1.384 0.546 -0.732 0.532 0.074
O 1.689 -0.599 -1.745 -0.285 0.903 -0.325 0.005
H 2.000 -1.315 -1.175 0.145 0.340 -0.833 -0.005
C 0.121 -0.115 0.110 1.600 -2.721 -0.290 0.215
H -0.181 -1.290 -1.644 -0.597 -0.004 0.023 0.003
C 0.703 -0.993 0.976 -0.610 0.915 -0.838 -0.045
Cl -0.930 0.886 3.008 0.591 -0.619 0.179 0.582
P 0.674 3.033 1.004 1.296 0.755 0.395 0.216
P -3.054 0.170 0.546 -1.070 -0.895 -0.100 0.177
C 0.356 4.119 2.433 0.180 0.011 -0.264 0.033
H 0.261 3.507 3.324 0.116 -0.058 0.093 -0.003
H -0.584 4.635 2.274 -0.007 0.208 0.019 0.012
H 1.161 4.840 2.559 0.037 0.080 0.075 0.004
C 2.343 2.371 1.354 -0.226 0.190 -0.059 -0.001
H 2.793 2.011 0.432 0.003 -0.053 -0.092 -0.001
H 2.248 1.539 2.047 0.025 -0.108 0.086 0.003
H 2.989 3.130 1.787 0.067 0.080 0.022 0.000
C 0.960 4.204 -0.372 -0.012 -0.130 0.282 0.019
H 0.015 4.688 -0.604 -0.004 0.150 -0.036 -0.008
H 1.295 3.656 -1.250 0.024 -0.068 -0.069 -0.004
H 1.700 4.958 -0.114 0.052 0.078 0.008 0.004
C -4.434 0.912 1.475 0.060 -0.259 -0.168 0.052
H -4.818 1.757 0.914 -0.132 0.145 -0.048 -0.002
H -4.058 1.277 2.426 -0.121 -0.130 0.044 -0.023
H -5.226 0.184 1.642 -0.125 0.024 0.017 0.005
C -3.740 -0.078 -1.131 -0.074 -0.064 0.361 0.004
H -3.023 -0.628 -1.735 0.089 -0.053 -0.060 -0.001
H -3.895 0.900 -1.579 -0.061 0.111 -0.123 -0.001
H -4.683 -0.619 -1.107 -0.095 -0.051 -0.039 0.003
C -2.939 -1.522 1.226 -0.048 0.210 -0.044 0.024
H -2.302 -1.498 2.106 0.028 -0.040 0.120 0.000
H -2.483 -2.177 0.489 0.031 -0.039 -0.091 -0.006
H -3.919 -1.910 1.495 -0.069 -0.061 -0.018 0.000
P -0.196 0.830 -3.873 0.190 0.085 -1.271 -0.005
C -1.397 1.992 -4.562 0.154 -0.213 0.232 0.008
C -0.522 -0.810 -4.575 -0.023 0.311 0.284 0.002
H -1.187 2.999 -4.211 0.071 0.106 0.041 -0.006
H -2.401 1.716 -4.255 -0.121 -0.063 0.029 0.002
H -1.335 1.981 -5.647 0.046 -0.046 -0.086 0.000
H 0.251 -1.501 -4.248 0.133 -0.068 0.082 0.000
H -0.526 -0.768 -5.661 0.017 0.078 -0.080 0.001
H -1.485 -1.171 -4.225 -0.142 -0.041 0.018 0.000
C 1.432 1.322 -4.513 -0.331 -0.087 0.329 0.001
H 1.729 2.261 -4.055 0.035 0.096 0.042 0.000
H 1.403 1.442 -5.594 -0.106 -0.035 -0.063 0.000
H 2.155 0.555 -4.251 0.100 -0.077 0.083 0.000
H 0.474 -0.886 2.025 0.213 -0.061 0.279 0.078
C -2.670 2.925 3.851 0.053 0.102 0.250 0.045
C -2.845 3.481 2.434 0.889 -2.002 0.986 0.340
C -3.658 4.587 2.379 -1.539 1.956 0.585 0.084
C -3.661 5.020 1.115 -1.757 2.032 0.722 0.117
C -2.846 4.188 0.379 1.569 -1.708 -0.986 0.289
C -2.661 4.653 -1.044 0.366 0.789 -0.026 -0.001
N -2.335 3.148 1.159 -1.946 3.148 0.526 0.135
H -3.008 1.892 4.034 0.418 0.243 -0.385 0.009
H -3.266 3.505 4.588 0.157 0.006 -0.868 0.012
H -1.636 3.048 4.210 -0.276 -0.306 -0.255 0.012
H -4.181 5.061 3.202 0.179 -0.270 -0.034 -0.001
H -4.182 5.904 0.768 0.130 -0.171 -0.218 -0.006
H -3.605 4.548 -1.616 0.554 -0.066 0.228 0.040
H -2.444 5.745 -0.987 -0.671 -0.428 0.215 0.026
H -1.793 4.384 -1.622 0.027 -1.007 -0.099 -0.002
```
Forces are in eV/Å.

Computed properties:
Energy above the lowest of the compared OMol25 structures with the same formula, charge and spin, eV: 1.273
Total charge: +2
Multiplicity: 5
Strongest force on any atom, eV/A: 3.74
HOMO energy (spin up / spin down), eV: -10.33 / -13.20

Record 2
Formula: C11H12N2O2
Source: the OMol25 dataset
Level of theory: wB97M-V/def2-TZVPD

Structure (XYZ):
```
27
Properties=species:S:1:pos:R:3:forces:R:3:nbo_charge:R:1
C -3.512 0.138 0.086 -0.967 -0.161 1.068 -0.198
C -2.795 0.608 1.185 -0.130 0.438 -0.525 -0.204
C -2.856 -0.652 -0.791 2.128 -0.699 0.037 -0.210
C -1.438 0.408 1.297 -0.742 0.155 -0.517 -0.188
C -1.475 -0.880 -0.702 -1.392 0.456 0.774 -0.133
C -0.775 -0.343 0.369 1.085 -0.789 -1.339 -0.126
C 1.958 1.310 1.266 0.480 1.927 0.295 -0.209
C 1.479 0.099 1.448 0.729 -3.177 2.298 -0.284
C 1.522 1.841 -0.113 1.573 1.295 0.304 0.564
C 0.696 -0.583 0.412 -0.768 2.292 -2.962 0.508
C 2.398 -2.071 -0.212 -2.115 -0.244 -4.141 -0.253
N 1.341 0.810 -0.940 -1.436 -2.716 0.126 -0.366
N 0.526 0.924 -2.097 2.395 -0.731 -1.949 -0.650
O 1.526 3.035 -0.406 -0.523 -0.262 0.211 -0.644
O 0.997 -1.748 -0.175 0.015 0.386 1.431 -0.489
H -4.600 0.163 -0.098 0.572 0.586 0.788 0.219
H -3.219 1.180 1.959 -0.878 0.690 0.670 0.211
H -3.436 -1.246 -1.419 -0.686 -0.568 -1.641 0.206
H -0.890 0.924 2.026 0.550 0.385 1.258 0.218
H -1.005 -1.492 -1.416 0.563 -0.634 -0.658 0.225
H 2.584 1.983 2.010 -1.581 -1.642 -1.709 0.252
H 1.626 -0.636 2.318 0.179 1.590 -0.789 0.226
H 2.802 -1.323 -0.956 0.115 -1.340 0.350 0.211
H 2.340 -3.159 -0.476 0.923 1.189 0.081 0.210
H 2.805 -1.845 0.677 1.715 0.223 3.277 0.177
H 0.293 1.898 -2.207 -0.237 0.558 -0.034 0.369
H 1.109 0.656 -3.042 -1.564 0.795 3.298 0.355
```
Forces are in eV/Å.

Computed properties:
Energy above the lowest of the compared OMol25 structures with the same formula, charge and spin, eV: 5.143
Total charge: 0
Strongest force on any atom, eV/A: 4.66
HOMO energy (spin up / spin down), eV: -8.12 / -8.12

What is the energy above the lowest of the compared OMol25 structures with the same formula, charge and spin in the second record?
5.143 eV

strongest force on any atom of number 2 (C11H12N2O2)?
4.66 eV/A